(1)
111
Properties=species:S:1:pos:R:3:forces:R:3 method="wB97M-V/def2-TZVPD" lumo_ev=-5.72 orbital_gap_ev=4.20 homo_ev=-9.9 total_charge=+1
N -3.7559 0.6690 -2.5645 -1.9 3.2 -1.6
P -5.0885 1.6083 -2.7774 2.3 -4.7 1.8
O -5.5861 2.1350 -1.1906 0.5 -0.8 -2.4
O -6.3699 0.6129 -3.4854 0.9 3.3 3.1
N -4.7541 2.9285 -3.9331 0.0 -0.2 -0.2
C -4.4890 4.2351 -3.6117 1.2 4.1 1.0
N -3.1840 4.8068 -3.1158 -4.8 -4.6 -0.4
C -3.3041 5.5707 -1.8254 1.0 3.0 1.5
C -4.7965 6.0515 -1.3912 -1.1 0.4 0.8
C -6.0305 5.5560 -2.3375 -1.2 -1.4 1.6
N -5.6321 5.2579 -3.7910 4.3 -0.5 1.1
H -2.9955 1.1278 -3.1504 -1.0 -1.0 1.0
H -5.0495 1.6599 -0.4643 -0.7 0.7 -2.0
H -7.1988 0.6723 -2.8972 1.5 0.0 -1.2
H -4.7682 2.6716 -4.9668 -0.7 0.5 1.8
H -2.4324 4.0577 -3.0507 -1.2 1.1 -0.3
H -2.8008 4.9963 -0.9194 -1.1 0.9 -2.3
H -2.6479 6.5605 -1.9577 -1.4 -2.4 0.2
H -5.0027 5.6008 -0.3049 0.5 1.1 -2.4
H -4.8874 7.2372 -1.2924 0.6 -2.7 -0.3
H -6.4255 4.5202 -1.9009 0.7 2.2 -0.9
H -6.9639 6.2775 -2.3450 2.2 -1.4 -0.1
H -5.1049 6.1354 -4.0719 -0.8 -1.1 0.2
C -2.7191 -2.9954 -0.3264 -0.6 0.2 0.3
C -3.3061 -1.6415 0.0637 0.1 0.1 -0.7
O -2.5367 -1.2099 1.1837 0.2 -0.1 0.7
S -1.0130 -1.7708 1.0276 -0.4 -0.2 -0.6
O -0.2003 -0.7173 0.4612 -0.4 -1.0 1.0
O -0.6586 -2.4737 2.2386 -0.2 1.2 -1.4
O -1.3104 -2.8677 -0.1413 -5.7 11.8 2.8
H -3.0796 -3.7874 0.3379 0.0 0.0 -0.1
H -2.9451 -3.2601 -1.3628 0.3 0.1 0.1
H -4.3650 -1.7063 0.3252 0.2 0.0 0.3
H -3.1740 -0.9086 -0.7393 -0.1 -0.2 0.0
C -0.6525 -7.3930 -1.8868 0.6 -0.5 -0.1
C 0.2673 -7.4297 -0.6692 -0.6 -0.1 0.1
O 1.0125 -6.2157 -0.7277 -2.9 0.4 -4.9
S 0.0831 -5.0554 -1.3989 1.1 -2.0 -0.2
O -0.5054 -4.2757 -0.3326 6.4 -10.8 -3.3
O 0.8124 -4.4638 -2.4965 -1.0 -0.1 1.4
O -1.0692 -6.0341 -2.0088 0.1 1.0 0.5
H -0.1110 -7.6664 -2.7982 -0.1 0.2 0.4
H -1.5195 -8.0486 -1.7691 0.2 0.6 0.1
H 0.9362 -8.2936 -0.6785 0.1 0.3 0.0
H -0.3103 -7.4269 0.2612 0.0 -0.1 0.0
C -0.0146 9.3192 -0.6723 0.6 0.9 0.3
C 0.1452 9.0532 0.8222 0.8 -0.4 -0.4
O -1.1841 8.9790 1.3323 -1.2 -0.2 -1.0
S -2.1603 8.3631 0.1798 0.4 0.8 0.5
O -2.3196 6.9482 0.4324 -0.2 1.5 -0.4
O -3.2771 9.2611 -0.0008 1.1 -1.6 0.3
O -1.1404 8.5431 -1.0793 -1.0 -0.8 0.9
H -0.2407 10.3732 -0.8631 0.1 -0.2 0.0
H 0.8735 9.0297 -1.2404 -0.4 0.0 0.1
H 0.7088 9.8412 1.3275 -0.4 -0.1 0.0
H 0.6299 8.0876 1.0010 0.0 0.1 0.0
C 2.5814 10.7349 -5.1561 -0.4 -0.5 -0.3
C 1.2598 11.4805 -5.3212 0.4 0.3 -0.7
O 0.8237 11.7654 -3.9940 0.7 -0.4 0.9
S 2.1302 11.9918 -3.0441 0.3 0.9 -0.1
O 2.3680 13.4140 -2.9354 -0.3 -2.2 0.2
O 2.0165 11.1228 -1.8960 0.0 1.2 -1.1
O 3.2412 11.3667 -4.0604 -0.8 0.7 0.6
H 2.4118 9.6859 -4.8925 0.0 0.1 -0.1
H 3.2003 10.7876 -6.0557 0.0 0.1 0.3
H 0.5117 10.8891 -5.8544 0.0 0.1 0.3
H 1.4073 12.4336 -5.8401 0.0 -0.1 0.0
C -3.0095 -11.6160 -4.9520 0.3 -0.6 -0.5
C -2.4548 -12.5317 -3.8640 -0.8 -0.3 0.0
O -1.4581 -11.7593 -3.1986 0.0 1.2 -0.3
S -1.8970 -10.1887 -3.2288 0.0 -0.4 -0.3
O -2.5344 -9.8740 -1.9696 0.8 -0.2 -1.6
O -0.8017 -9.4186 -3.7708 -1.4 -1.3 0.8
O -3.0564 -10.3152 -4.3680 0.6 0.1 1.1
H -2.3374 -11.5776 -5.8153 -0.1 -0.1 0.1
H -4.0060 -11.9224 -5.2810 0.1 0.3 0.2
H -2.0234 -13.4490 -4.2717 0.2 0.3 0.1
H -3.2282 -12.7875 -3.1321 0.0 0.0 -0.1
C 5.0068 -6.2849 2.7873 0.3 0.3 0.4
C 3.8467 -5.7006 3.5889 -0.1 -1.0 -0.1
O 3.1790 -4.8182 2.6898 3.3 -10.1 -3.6
S 3.3142 -5.4044 1.1738 -0.3 -0.7 0.6
O 2.1043 -6.1325 0.8620 4.3 1.2 3.6
O 3.8462 -4.3624 0.3267 -1.0 -1.2 0.9
O 4.4968 -6.4867 1.4704 -0.4 0.1 -0.2
H 5.8393 -5.5765 2.7253 0.0 0.0 0.1
H 5.3641 -7.2292 3.2068 -0.1 0.1 -0.3
H 4.1840 -5.1625 4.4780 -0.1 0.2 -0.2
H 3.1383 -6.4820 3.8836 0.1 0.0 0.1
C 2.1981 0.0043 3.5911 -0.8 0.1 -0.1
C 1.7469 -0.4648 4.9717 0.3 0.6 0.1
O 1.9049 -1.8817 4.9545 0.6 -0.3 -0.5
S 3.1690 -2.2622 3.9965 -1.3 0.8 -0.9
O 4.3294 -2.4575 4.8370 -1.0 -0.2 -1.2
O 2.7286 -3.2353 3.0241 -1.7 11.1 4.3
O 3.3151 -0.8174 3.2556 0.5 -0.5 0.9
H 1.4161 -0.1621 2.8432 0.0 0.0 0.1
H 2.4858 1.0590 3.5870 0.2 -0.3 0.0
H 0.7098 -0.1950 5.1848 0.1 -0.3 -0.1
H 2.3960 -0.0621 5.7563 -0.1 0.1 -0.1
C 7.6537 -2.4375 7.2349 -0.4 -0.4 -0.3
C 6.3322 -1.6918 7.0697 0.3 0.1 -0.7
O 5.8961 -1.4069 8.3969 0.8 -0.3 0.9
S 7.2025 -1.1805 9.3468 0.0 0.2 0.4
O 7.4403 0.2417 9.4555 -0.2 -1.9 0.1
O 7.0888 -2.0495 10.4950 0.1 1.4 -1.3
O 8.3136 -1.8056 8.3306 -0.7 0.7 0.5
H 7.4841 -3.4864 7.4984 0.0 0.1 -0.1
H 8.2727 -2.3847 6.3352 0.0 0.1 0.3
H 5.5840 -2.2832 6.5366 0.1 0.2 0.4
H 6.4796 -0.7387 6.5509 0.0 -0.1 0.0



(2)
74
Properties=species:S:1:pos:R:3:forces:R:3 method="wB97M-V/def2-TZVPD" lumo_ev="-2.51 / -2.52" orbital_gap_ev="5.50 / 7.87" homo_ev="-8.0 / -10.4" total_charge=+1 multiplicity=3
Ti -0.3996 0.0738 0.4621 -0.4 0.2 0.4
C -2.3005 -1.4919 2.4072 -0.1 0.9 -0.3
C -3.0116 -2.5991 2.0646 -0.8 -0.8 -0.4
C -4.0176 -2.5396 1.0786 0.6 -0.6 -0.2
C -4.1602 -1.3959 0.3306 -0.4 0.6 -0.6
C -3.3059 -0.2985 0.5517 -0.5 0.7 -0.8
C -2.4006 -0.3207 1.5861 -0.6 -0.6 2.5
H -1.7613 -1.5516 3.3500 0.4 0.4 -0.4
H -2.8383 -3.5413 2.5715 -0.2 0.1 0.2
H -4.6100 -3.4414 0.8706 0.1 0.6 0.1
H -4.9749 -1.2899 -0.4054 0.6 -0.2 0.3
H -3.3937 0.6201 -0.0706 -0.1 -0.8 0.6
H -2.0228 0.6371 2.0055 0.1 -0.6 -0.6
C 1.5293 -2.5313 3.7604 -0.5 -0.4 0.1
N 1.4065 -1.0669 3.9833 0.2 0.1 0.7
C 1.6641 -0.5603 5.3186 1.3 -1.9 1.3
C 1.1274 -0.1672 3.0259 0.9 -1.3 -3.1
N 1.0627 -0.5405 1.7220 0.7 0.3 3.3
N 1.0909 1.1477 3.3961 -0.5 0.6 0.4
C 0.6633 2.2006 2.5402 -0.8 -1.0 -0.6
N 0.9679 3.4473 2.9615 0.5 0.1 0.8
N -0.0272 1.9318 1.4538 1.3 0.2 2.2
H 0.7133 -3.0464 4.3624 1.1 0.5 -0.6
H 2.5564 -2.9231 4.0798 -1.5 0.7 -0.5
H 1.3154 -2.7637 2.6804 0.4 0.0 1.4
H 2.3218 -1.3216 5.8566 -1.0 0.9 -0.6
H 0.7741 -0.4031 5.9378 0.0 0.0 -0.2
H 2.2921 0.3248 5.2932 0.1 0.1 0.1
H 1.4403 -1.4841 1.7009 -0.3 0.3 -0.6
H 1.2603 1.2945 4.4071 -0.5 0.5 -1.4
H 1.4952 3.6828 3.7949 -0.1 -0.6 -0.3
H 0.5982 4.2494 2.5001 -0.3 0.2 -0.5
H -0.2908 2.7916 1.0331 -0.2 0.9 -0.8
C -0.5214 -3.2661 -0.1935 1.6 -1.2 0.6
O -0.2967 -1.8949 -0.3637 -0.1 -0.3 -0.7
Si 0.3214 -1.3105 -1.9183 -2.1 0.8 1.7
C 1.9399 -2.1185 -1.9432 1.1 -1.4 -0.2
C -0.9197 -2.1249 -3.0575 0.0 0.3 0.6
C 0.2130 0.4856 -1.4798 0.6 0.0 -2.0
Si 1.9314 1.2225 -1.8080 -0.9 1.3 0.5
C 1.9149 3.1507 -1.7230 0.7 -0.4 0.0
C 2.2323 0.7566 -3.6073 0.9 -0.4 -0.8
C 3.3543 0.7798 -0.6283 -0.4 -2.1 -0.7
Si -1.0846 1.5968 -2.3196 1.1 0.4 -0.2
C -1.2261 3.2313 -1.3447 -0.8 -0.3 0.0
C -2.7430 0.7617 -2.7004 0.7 1.1 1.0
C -0.5763 2.2937 -4.0098 -0.7 0.1 -0.2
H 0.2680 -3.9047 -0.6922 -0.6 0.8 0.4
H -1.4520 -3.6357 -0.5544 -1.0 0.1 -0.5
H -0.4854 -3.5329 0.8707 0.0 0.2 -0.1
H 2.3710 -1.8894 -2.9190 0.5 -0.2 0.1
H 1.8049 -3.2288 -1.8843 0.0 0.8 -0.3
H 2.6594 -1.8910 -1.1326 -0.6 0.1 -0.6
H -0.8963 -1.6411 -4.0137 0.1 -0.2 -0.9
H -1.9549 -2.0700 -2.7098 0.2 0.3 0.2
H -0.7158 -3.1823 -3.0783 0.3 -0.5 -0.6
H 1.2143 3.5992 -2.4110 -0.1 0.1 -0.3
H 2.9436 3.4236 -2.0662 -0.7 0.1 0.5
H 1.6608 3.6006 -0.7420 0.7 -0.4 -0.3
H 3.0694 0.0104 -3.7350 -0.8 0.8 0.0
H 2.4935 1.6693 -4.2152 -0.3 -1.0 0.4
H 1.2854 0.2859 -3.9883 1.0 0.6 0.1
H 3.3239 -0.3474 -0.5485 0.4 1.2 0.0
H 3.2404 1.1032 0.3951 0.0 0.5 0.2
H 4.3324 1.0346 -1.0540 -0.2 0.2 0.2
H -2.0114 3.1719 -0.5713 0.2 0.3 -0.1
H -1.4829 4.0097 -2.0798 -0.2 -0.1 0.4
H -0.2784 3.5339 -0.9072 -0.2 -0.1 0.1
H -2.8822 0.8578 -3.7486 -0.2 -0.2 -1.0
H -3.5511 1.3013 -2.2270 -0.4 0.0 0.2
H -2.7052 -0.2555 -2.3919 -0.4 -0.8 0.2
H 0.4603 2.6248 -4.0373 -0.2 0.1 -0.3
H -1.2648 3.1347 -4.2997 0.7 -0.6 0.4
H -0.7504 1.5308 -4.7716 0.3 -0.1 -0.1



(3)
71
Properties=species:S:1:pos:R:3:forces:R:3 method="wB97M-V/def2-TZVPD" lumo_ev="-8.91 / -11.92" orbital_gap_ev="6.52 / 4.86" homo_ev="-15.4 / -16.8" de_lowest_kcal_mol=0.0 total_charge=+3 multiplicity=5
Rh 0.3994 0.4973 -0.5833 -1.0 0.0 2.8
P 0.5075 2.7605 -0.6594 -0.5 1.4 -0.9
P -0.6268 -0.1674 -2.4678 -0.5 0.7 -2.3
P 2.5344 0.0364 -0.9630 1.3 -0.2 -0.6
H -0.4435 -0.4904 2.6504 -0.1 0.3 -0.2
C 0.3625 -0.2780 1.9395 0.3 0.6 -0.7
C 0.6958 1.1666 1.7619 -0.2 -0.8 0.8
H -0.1249 1.8209 2.0563 0.2 -0.1 -0.4
C -0.7877 3.7426 0.1793 -0.1 0.1 0.0
C 0.4490 3.3927 -2.3781 0.1 0.3 0.1
C 2.0187 3.5450 0.0139 0.1 0.0 0.0
C -1.1332 -1.9228 -2.4502 0.3 -0.3 0.6
C -2.2109 0.6593 -2.8699 -0.1 0.1 0.1
C 0.3409 -0.0096 -4.0243 -0.2 -0.1 0.0
C 3.6258 0.3300 0.4688 0.2 -0.1 -0.1
C 3.2946 1.0013 -2.3212 0.2 -0.3 0.0
C 2.8385 -1.7036 -1.4159 0.2 -0.1 0.1
H 1.2050 -0.9659 2.0919 -0.1 0.4 -0.2
H 1.6814 1.5398 2.0386 -0.1 -0.2 -0.4
H -1.0047 3.3491 1.1794 0.0 0.2 -0.3
H -1.7140 3.7576 -0.4111 0.3 0.0 0.2
H -0.4219 4.7750 0.2840 -0.2 -0.3 -0.1
H -0.4649 3.0693 -2.8934 0.3 0.1 0.2
H 1.3229 3.0653 -2.9573 -0.2 0.1 0.2
H 0.4540 4.4917 -2.3376 0.0 -0.2 -0.1
H 2.1986 3.2441 1.0524 0.0 0.2 -0.3
H 1.8267 4.6282 -0.0022 0.2 -0.3 0.0
H 2.9156 3.3405 -0.5844 -0.3 0.1 0.2
H -1.7840 -2.1645 -3.3082 0.3 0.3 0.3
H -1.6730 -2.1340 -1.5168 -0.1 0.1 -0.3
H -0.2530 -2.5803 -2.4717 -0.2 0.2 -0.2
H -2.5500 0.3996 -3.8856 0.2 0.0 0.3
H -2.1148 1.7505 -2.8040 0.0 -0.3 -0.1
H -2.9771 0.3405 -2.1507 0.3 0.0 -0.2
H -0.2685 -0.3214 -4.8845 0.1 0.0 0.3
H 1.2375 -0.6387 -3.9897 -0.2 0.1 0.0
H 0.6453 1.0316 -4.1838 -0.1 -0.2 0.1
H 4.6284 -0.0535 0.2353 -0.2 0.1 0.1
H 3.2433 -0.1880 1.3554 0.1 0.1 -0.2
H 3.7025 1.4006 0.6944 0.0 -0.3 -0.1
H 4.3051 0.6134 -2.5081 -0.2 0.1 0.0
H 3.3731 2.0613 -2.0591 0.0 -0.3 0.0
H 2.7064 0.9081 -3.2409 0.2 0.0 0.3
H 3.9206 -1.8808 -1.4125 -0.2 -0.2 -0.1
H 2.4323 -1.9185 -2.4096 0.1 0.1 0.1
H 2.3555 -2.3850 -0.6975 0.4 0.4 -0.2
C 0.6688 -4.5305 1.9545 0.0 -0.5 1.2
C 0.7939 -3.8054 3.1804 0.2 0.5 0.2
C 1.1089 -4.4581 4.3661 -0.2 0.8 -0.3
C 1.2421 -5.8549 4.4036 -0.1 -0.1 -0.6
C 1.0594 -6.5900 3.2172 -0.1 0.1 -0.3
C 0.7648 -5.9447 2.0288 0.2 -0.7 0.0
Se 0.4378 -3.8309 0.2963 -0.3 0.0 0.3
H -0.1414 -0.4712 0.9224 -0.4 -1.1 0.8
H 0.6557 -2.7190 3.1581 0.1 -0.5 0.2
H 1.2530 -3.8778 5.2854 -0.2 -0.2 -0.5
H 1.4774 -6.3620 5.3349 0.0 0.1 -0.1
H 1.1494 -7.6715 3.2219 0.0 0.1 0.0
H 0.6268 -6.5084 1.1122 0.1 -0.2 0.2
C -4.2711 0.8992 2.3568 0.0 -0.2 0.3
N -4.2029 1.6167 1.0968 1.1 0.0 -0.9
C -5.2456 2.5699 0.7569 -0.4 0.4 0.0
C -3.1645 1.4031 0.2700 -0.8 0.0 0.7
O -2.2791 0.5540 0.4872 0.3 0.4 -0.3
H -5.2599 1.0758 2.7917 0.3 -0.1 0.0
H -3.4989 1.2571 3.0577 -0.3 -0.1 -0.2
H -4.1173 -0.1754 2.1877 -0.1 0.3 0.1
H -5.2873 3.3976 1.4802 0.1 -0.3 -0.2
H -5.0368 2.9772 -0.2389 -0.2 0.0 0.2
H -6.2297 2.0802 0.7443 0.3 0.1 0.0
H -3.1716 2.0525 -0.6316 0.0 -0.4 0.4